Here is a 3-piece molecular cluster, C17H29ClF5N2O3 overall in a non-equilibrium geometry from the Open Molecules 2025 dataset. Energies are from the ωB97M-V functional and the def2-TZVPD basis.

**ΔE to the lowest compared entry with this formula, charge and spin**: 192.2 kcal per mole
**Multiplicity**: 1
**Gap between HOMO and LUMO**: 4.68 eV
**Charge**: +1

CARTESIAN COORDINATES (ANGSTROEM)
1 C -1.210653 3.592920 -1.497859
2 C 0.325708 3.789081 -0.947083
3 Cl 0.614568 2.656914 0.496243
4 C 1.488603 3.644198 -2.094210
5 C 0.821497 2.962238 -3.418731
6 C 0.491442 1.380950 -3.579589
7 C 0.789353 0.260968 -2.419654
8 F -0.354456 0.210141 -1.441066
9 F 2.008889 0.567373 -1.582084
10 C 1.005817 -1.270513 -2.967569
11 F 1.636568 -2.030279 -1.823814
12 F 2.014724 -1.256628 -4.055112
13 F -0.245809 -2.001455 -3.289173
14 C -0.203568 0.982774 -4.958928
15 N -0.602622 1.783116 -6.114805
16 N -0.245034 3.064588 -5.904426
17 C 0.388721 3.720116 -4.764499
18 O 0.655387 5.186576 -4.832276
19 H -1.501737 4.404595 -2.322993
20 H -1.466048 2.493748 -1.828686
21 H -1.927132 3.830909 -0.578383
22 H 0.406588 4.898680 -0.528639
23 H 1.833428 4.744247 -2.380221
24 H 2.447008 3.095626 -1.676652
25 H -0.448059 -0.181829 -5.078278
26 H -0.477080 3.697639 -6.731565
27 H 1.537545 5.255333 -5.312061
28 C -1.033143 1.072129 2.827819
29 C -0.509510 2.009945 3.902611
30 O -1.515058 2.851483 4.459888
31 C -2.607479 2.199578 5.102677
32 C -2.188027 1.329498 6.274965
33 H -1.511377 1.639948 2.022434
34 H -0.214111 0.483351 2.403550
35 H -1.777120 0.374656 3.221460
36 H 0.240846 2.672051 3.457089
37 H 0.001631 1.455534 4.695786
38 H -3.186833 1.625287 4.372541
39 H -3.270224 2.987652 5.470349
40 H -1.536470 0.510022 5.963315
41 H -3.067628 0.891481 6.758809
42 H -1.639748 1.921716 7.015140
43 C -0.104252 -4.032825 0.688471
44 C 1.368402 -4.328149 0.918566
45 O 1.600193 -5.294191 1.939796
46 C 1.038674 -6.587782 1.732774
47 C 1.547747 -7.274597 0.477239
48 H -0.577391 -3.693430 1.616222
49 H -0.222765 -3.254055 -0.071100
50 H -0.649856 -4.916962 0.348562
51 H 1.866097 -3.407013 1.240614
52 H 1.859624 -4.634623 -0.010164
53 H -0.054557 -6.529436 1.734888
54 H 1.316408 -7.192418 2.600388
55 H 1.282130 -6.722460 -0.427075
56 H 1.120846 -8.279705 0.392523
57 H 2.639308 -7.358713 0.501976

Cartesian forces (eV/Å) of the 6 atoms listed first:
-0.6489 0.5075 1.0274
-0.8362 1.2777 -0.2832
-0.1267 1.0972 -1.5689
-0.1764 0.8720 -0.6317
-1.1728 -3.2667 -2.7581
-0.5722 3.7549 -2.4048